Below is C10H11N5O4PtS as an isolated structure, with properties calculated with ωB97M-V/def2-TZVPD.

Calculated values
Net charge: +2
Frontier orbital gap (alpha / beta) (Eh): 0.287 / 0.244
2S+1: 3
<S²>: 2.00

Each line ends with the Löwdin spin population.
Cartesian coordinates (Å):
Pt  -0.140231  -0.613847  0.012767  1.4204
O  2.386209  -0.144703  -3.503860  0.0066
C  1.753204  -0.106514  -2.367976  0.0123
O  0.538566  -0.116555  -2.244331  0.0721
C  2.647456  -0.018626  -1.166898  0.0113
C  4.023141  0.139662  -1.233659  -0.0007
C  4.724114  0.256449  -0.042103  0.0065
C  4.040203  0.182193  1.164762  -0.0005
C  2.664481  0.013559  1.144455  0.0110
N  1.996938  -0.079518  -0.006661  0.0460
C  1.754769  -0.031611  2.348244  0.0149
O  2.237242  -0.055048  3.555771  0.0058
O  0.548248  -0.019088  2.175165  0.0822
H  1.790581  -0.194950  -4.268620  0.0002
H  4.521883  0.179646  -2.191524  0.0002
H  5.794409  0.411700  -0.053824  0.0003
H  4.589534  0.274249  2.092245  0.0003
H  3.198470  -0.095459  3.637412  0.0009
C  -4.113982  2.841518  0.045534  0.0012
C  -4.044924  1.367345  0.022125  0.0027
N  -5.032559  0.533559  -0.009065  0.0007
N  -4.477778  -0.705716  -0.023493  0.0008
C  -3.153073  -0.664705  -0.001818  0.0221
S  -2.025510  -1.923138  -0.006428  0.1363
N  -2.852768  0.642560  0.027989  0.0095
N  -1.528749  1.069833  0.060251  0.1314
H  -5.153927  3.155200  0.036794  0.0001
H  -3.614913  3.269940  -0.826032  0.0002
H  -3.638163  3.240818  0.943226  0.0003
H  -5.063468  -1.528235  -0.044277  0.0009
H  -1.340038  1.587162  0.915043  0.0019
H  -1.318463  1.652319  -0.745015  0.0020

Forces on atoms 1 to 2 (eV/Å):
1.3 -0.1 0.1
0.4 0.1 0.0

***

Below is a single C10H11NO2 molecule, with properties calculated with ωB97M-V/def2-TZVPD.

Calculated values
Energy relative to the best compared isomer or geometry (same formula, charge and spin) (kcal/mol): 23.1
Frontier orbital gap (Eh): 0.335
Structure (SMILES): CCCc1ccc2[nH]c(=O)oc2c1

Each line ends with the Löwdin charge.
Cartesian coordinates (Å):
C  -2.826548  -0.120447  1.415965  -0.1395
C  -2.739120  -0.916159  0.112863  -0.2693
C  -1.856380  -0.354499  -1.075893  -0.1580
C  -0.421844  -0.015060  -0.669838  -0.2440
C  -0.105803  1.340543  -0.539487  -0.0483
C  1.205626  1.780332  -0.229832  0.0273
C  2.150852  0.748886  -0.001621  -0.1707
N  3.483444  0.767280  0.275035  0.1740
C  4.012328  -0.489309  0.142101  -0.4756
O  5.211244  -0.771979  0.269922  0.0766
O  2.966094  -1.322307  -0.116169  0.1589
C  1.852493  -0.592546  -0.323342  -0.2088
C  0.575643  -1.033371  -0.484304  0.0643
H  -3.213237  -0.810180  2.215515  0.0816
H  -1.775349  0.284705  1.668334  0.0831
H  -3.376653  0.876164  1.271938  0.0857
H  -2.271567  -1.797242  0.492797  0.0793
H  -3.784994  -1.136564  -0.212122  0.1105
H  -1.714469  -1.221352  -1.809326  0.1193
H  -2.375890  0.486770  -1.668235  0.1313
H  -0.886393  2.097460  -0.529313  0.1122
H  1.467739  2.738388  -0.045874  0.0692
H  4.115085  1.529586  0.603303  0.2013
H  0.307701  -2.069107  -0.762413  0.1396

Forces on atoms 1 to 2 (eV/Å):
1.1 2.3 -0.2
-0.4 0.9 -0.3

***

Below is a single C10H11NO3 molecule, with properties calculated with ωB97M-V/def2-TZVPD.

Calculated values
Energy relative to the best compared isomer or geometry (same formula, charge and spin) (kcal/mol): 132.0
Frontier orbital gap (Eh): 0.317
Structure (SMILES): COc1ccc(N2OC=C[C@H]2O)cc1

Each line ends with the Löwdin charge.
Cartesian coordinates (Å):
C  -4.527553  0.566031  -0.102369  -0.1158
O  -3.594366  -0.441908  0.213160  -0.1076
C  -2.251472  -0.379556  -0.111804  -0.2766
C  -1.647463  0.687173  -0.708388  -0.0354
C  -0.300623  0.683428  -0.821904  -0.0381
C  0.508105  -0.405125  -0.524821  -0.2686
N  1.874951  -0.273583  -0.732195  0.0413
O  2.658310  -1.502712  -0.656094  -0.0333
C  3.706461  -1.319408  0.144519  -0.0970
C  3.818598  -0.037853  0.708070  0.0213
C  2.524875  0.716994  0.382104  -0.3222
O  2.619417  2.011806  -0.082974  -0.0371
C  -0.128284  -1.508664  0.066242  -0.0026
C  -1.479614  -1.481219  0.359213  0.0122
H  -5.493531  0.450395  0.573405  0.1217
H  -4.907490  0.630371  -1.083739  0.0615
H  -4.213139  1.630029  0.260602  0.1079
H  -2.255853  1.661643  -0.772590  0.1391
H  0.311355  1.582560  -0.960881  0.1193
H  4.320140  -2.115971  0.398652  0.1018
H  4.555912  0.249439  1.329669  0.0516
H  1.848024  0.816892  1.252125  0.1544
H  3.561867  2.100637  -0.545361  0.1715
H  0.589397  -2.252514  0.368782  0.1063
H  -2.098018  -2.068884  1.046582  0.1244

Forces on atoms 1 to 2 (eV/Å):
-1.1 2.2 3.8
-0.2 -0.2 -0.2

***

Below is a 2-piece molecular cluster, C10H11NS overall, with properties calculated with ωB97M-V/def2-TZVPD.

Calculated values
Energy relative to the best compared isomer or geometry (same formula, charge and spin) (kcal/mol): 23.3
Frontier orbital gap (Eh): 0.166

Each line ends with the Löwdin charge.
Cartesian coordinates (Å):
C  -1.710430  -1.283846  0.259684  -0.0538
C  -0.932635  -0.017354  0.341301  -0.1880
C  -1.715564  1.212088  0.637232  -0.0302
C  0.482539  -0.033304  0.381273  -0.1725
C  1.253823  1.174849  0.308023  0.0215
C  2.640118  1.139669  0.347473  -0.0538
C  3.311859  -0.084514  0.484227  -0.0371
C  2.589837  -1.284927  0.563158  -0.0562
C  1.204051  -1.268066  0.511852  0.0152
H  -1.215332  -2.020250  -0.378221  0.0909
H  -1.858325  -1.725254  1.255614  0.1137
H  -2.696020  -1.083034  -0.174484  0.0948
H  -1.161158  2.131744  0.450291  0.0766
H  -2.620599  1.234142  0.017547  0.0968
H  -2.035915  1.209243  1.692023  0.1184
H  0.744740  2.132813  0.169770  0.1157
H  3.202635  2.074104  0.285545  0.1149
H  4.400202  -0.099696  0.542167  0.1146
H  3.114855  -2.234063  0.689366  0.1140
H  0.657116  -2.213196  0.583776  0.1178
N  -1.445415  0.255017  -2.245891  0.0112
C  -2.433921  0.335742  -2.911117  -1.0485
S  -3.776452  0.448091  -3.810599  0.4240

Forces on atoms 1 to 2 (eV/Å):
-0.2 -0.2 -0.4
-0.9 0.0 -0.3

***

Below is a single C10H11P molecule, with properties calculated with ωB97M-V/def2-TZVPD.

Calculated values
Energy relative to the best compared isomer or geometry (same formula, charge and spin) (kcal/mol): 66.9
Frontier orbital gap (alpha / beta) (Eh): 0.250 / 0.250
Structure (SMILES): C[C@H]1C=CC=C2C=CC(P)=C21

Each line ends with the Löwdin charge.
Cartesian coordinates (Å):
C  1.278661  1.632304  1.290101  0.0124
C  0.611738  0.865064  -0.025698  -0.2359
C  1.804741  0.269913  -0.644579  -0.0661
C  2.046186  -1.043965  -0.684722  -0.0658
C  1.112145  -1.878091  -0.091735  -0.0062
C  -0.103643  -1.491428  0.369197  -0.2377
C  -1.255853  -2.407168  0.517211  -0.0070
C  -2.341883  -1.581109  0.390351  -0.1593
C  -1.914649  -0.276313  0.101314  -0.4904
P  -3.201757  0.853016  -0.445964  0.8256
C  -0.494627  -0.174412  0.198488  -0.1436
H  2.138979  1.044863  1.455492  0.0493
H  0.598650  1.603851  2.129066  0.0718
H  1.496191  2.633338  0.900302  0.0779
H  0.133639  1.566088  -0.682936  0.1240
H  2.542962  1.015573  -0.770341  0.1073
H  2.969258  -1.483685  -0.932396  0.0980
H  1.177267  -2.930775  -0.152401  0.1063
H  -1.230757  -3.496961  0.646099  0.1101
H  -3.328656  -1.814686  0.637669  0.0801
H  -3.985990  -0.043539  -1.162021  -0.1128
H  -2.792176  1.560212  -1.562320  -0.1380

Forces on atoms 1 to 2 (eV/Å):
-2.1 -0.5 -2.5
-1.7 -0.3 1.2

***

Below is C10H12AuCl4N2O2 as an isolated structure, with properties calculated with ωB97M-V/def2-TZVPD.

Calculated values
Net charge: +1
Frontier orbital gap (alpha / beta) (Eh): 0.194 / 0.188

Each line ends with the Löwdin charge.
Cartesian coordinates (Å):
Au  -0.228900  0.044400  0.277200  0.8272
Cl  4.000400  0.179300  5.910200  0.7777
C  3.384700  -0.016100  4.331100  -0.6743
C  4.276800  -0.087100  3.241900  -0.6676
Cl  5.954600  -0.011300  3.523900  0.7892
C  3.785200  -0.183100  1.935800  -0.6052
Cl  4.866700  -0.297300  0.624300  0.7917
C  2.391900  -0.185000  1.666400  -0.3087
O  1.931100  -0.196900  0.488800  -0.0511
C  1.454600  -0.173900  2.807600  -0.3243
O  0.222300  -0.221800  2.597700  0.0041
C  2.008700  -0.087000  4.121800  -0.6037
Cl  0.928000  -0.028300  5.433500  0.8009
N  -2.262100  -0.206600  -0.452000  -0.0794
C  -2.496300  0.368400  -1.796100  -0.2511
C  -3.044900  1.790700  -1.720000  -0.1981
C  -2.232100  2.785500  -0.886300  -0.1965
C  -0.771800  2.911100  -1.328000  -0.2539
N  0.122700  2.315500  -0.335600  -0.0599
H  -2.422900  -1.211700  -0.473300  0.0921
H  -2.939100  0.182800  0.204200  0.0996
H  -3.224500  -0.234000  -2.347100  0.1216
H  -1.552700  0.337300  -2.343900  0.1003
H  -4.057600  1.754000  -1.310800  0.1172
H  -3.114300  2.171200  -2.741200  0.1232
H  -2.246500  2.507400  0.169000  0.0989
H  -2.729400  3.753800  -0.973000  0.1159
H  -0.514900  3.965600  -1.488500  0.1186
H  -0.619300  2.391200  -2.274200  0.1133
H  0.059600  2.816800  0.546000  0.0930
H  1.088700  2.344200  -0.647700  0.0895

Forces on atoms 1 to 2 (eV/Å):
-1.0 0.0 -0.8
-0.1 -0.1 -0.3

***

Sequential largest force on an atom output: 1.287; 4.859; 6.522; 2.232; 3.889; 2.827 eV/Å